Below is a single C4H8O2 molecule, with properties calculated with ωB97M-V/def2-TZVPD.

Each line ends with the natural charge from an NBO analysis.
Positions of all 14 atoms, in Å:
1 C 1.476 0.758 -0.603  -0.26
2 O 1.375 -0.617 -0.296  -0.54
3 C 0.363 -0.959 0.615  -0.05
4 C -1.054 -0.775 0.052  -0.55
5 C -1.497 0.672 0.040  0.43
6 O -1.589 1.334 1.048  -0.53
7 H 1.340 0.903 -1.681  0.18
8 H 2.465 1.131 -0.319  0.19
9 H 0.734 1.361 -0.070  0.18
10 H 0.447 -0.386 1.550  0.18
11 H 0.525 -2.015 0.849  0.20
12 H -1.750 -1.307 0.709  0.24
13 H -1.111 -1.219 -0.946  0.22
14 H -1.724 1.121 -0.949  0.11

E_tot = -307.64698 Ha
Spin multiplicity = 1
Gap between HOMO and LUMO = 10.775 eV
Structure (SMILES) = COCCC=O
Energy above the lowest of the compared OMol25 structures with the same formula, charge and spin = 1.781 eV
HOMO = -9.89 eV

=====

Below is a single C4H8O2 molecule, with properties calculated with ωB97M-V/def2-TZVPD.

Each line ends with the natural charge from an NBO analysis.
Positions of all 14 atoms, in Å:
1 C -0.827 -0.692 0.158  -0.46
2 C -0.649 -0.256 -1.302  -0.06
3 O -0.364 1.108 -1.480  -0.75
4 C 1.356 1.455 0.579  0.07
5 O 0.733 0.717 1.439  -0.46
6 C 0.428 -0.644 1.016  -0.08
7 H -1.608 -0.090 0.637  0.22
8 H -1.178 -1.733 0.160  0.22
9 H 0.125 -0.890 -1.768  0.15
10 H -1.586 -0.447 -1.836  0.18
11 H 1.429 2.439 1.093  0.10
12 H 0.544 1.253 -1.133  0.47
13 H 0.294 -1.191 1.953  0.20
14 H 1.303 -1.029 0.484  0.20

E_tot = -307.57021 Ha
Spin multiplicity = 1
Gap between HOMO and LUMO = 9.469 eV
Energy above the lowest of the compared OMol25 structures with the same formula, charge and spin = 3.870 eV
HOMO = -8.99 eV

=====

Below is a single C4H8O2 molecule, with properties calculated with ωB97M-V/def2-TZVPD.

Each line ends with the natural charge from an NBO analysis.
Positions of all 14 atoms, in Å:
1 C 0.541 -1.157 1.860  -0.26
2 C -0.768 -0.331 0.232  0.12
3 C -1.132 0.691 -0.651  -0.31
4 C 0.024 1.216 -1.646  -0.08
5 H -0.072 -1.944 2.176  0.19
6 H 0.509 -0.204 2.408  0.20
7 H 1.603 -1.557 1.939  0.19
8 H -1.595 -0.788 0.820  0.16
9 H -2.181 0.835 -0.870  0.21
10 H -0.009 0.716 -2.548  0.16
11 H -0.213 2.238 -2.011  0.18
12 H 1.531 0.001 -1.010  0.49
13 O 0.459 -0.783 0.468  -0.53
14 O 1.304 1.067 -1.167  -0.72

E_tot = -307.58608 Ha
Spin multiplicity = 1
Gap between HOMO and LUMO = 9.539 eV
Structure (SMILES) = CO/C=C\CO
Energy above the lowest of the compared OMol25 structures with the same formula, charge and spin = 3.438 eV
HOMO = -8.62 eV

=====

Below is a single C4H8O2 molecule, with properties calculated with ωB97M-V/def2-TZVPD.

Each line ends with the natural charge from an NBO analysis.
Positions of all 14 atoms, in Å:
1 O 1.166 1.368 0.652  -0.75
2 C 1.137 -0.236 0.524  -0.08
3 C 0.340 -1.054 -0.551  -0.46
4 C -0.984 -0.374 -0.739  0.05
5 C -1.239 0.675 0.291  -0.20
6 O -0.923 0.987 -1.096  -0.54
7 H 0.880 1.787 -0.187  0.49
8 H 2.189 -0.309 0.371  0.20
9 H 0.836 -0.616 1.516  0.20
10 H 0.904 -1.197 -1.483  0.21
11 H 0.130 -2.082 -0.180  0.23
12 H -1.776 -0.920 -1.280  0.19
13 H -0.331 1.175 0.916  0.29
14 H -2.278 0.844 0.552  0.18

E_tot = -307.56300 Ha
Spin multiplicity = 1
Gap between HOMO and LUMO = 10.683 eV
Structure (SMILES) = OCC[C@H]1CO1
Energy above the lowest of the compared OMol25 structures with the same formula, charge and spin = 4.066 eV
HOMO = -9.68 eV

=====

Below is C4H8O2 as an isolated structure, with properties calculated with ωB97M-V/def2-TZVPD.

Each line ends with the natural charge from an NBO analysis.
Positions of all 14 atoms, in Å:
1 C 0.842 1.303 -0.878  -0.66
2 C 0.453 0.221 0.086  -0.06
3 O -1.624 0.803 1.302  -0.48
4 C -0.675 -0.670 -0.064  -0.05
5 C 0.284 -1.756 -0.171  -0.44
6 O -1.452 -0.708 1.094  -0.27
7 H 0.432 1.096 -1.869  0.22
8 H 0.457 2.289 -0.562  0.23
9 H 1.931 1.390 -0.941  0.22
10 H 0.890 0.282 1.085  0.20
11 H -1.315 0.848 2.217  0.46
12 H -1.228 -0.492 -0.995  0.19
13 H 0.772 -2.149 0.715  0.21
14 H 0.234 -2.456 -1.018  0.22

E_tot = -307.48368 Ha
Spin multiplicity = 1
Gap between HOMO and LUMO = 9.217 eV
Energy above the lowest of the compared OMol25 structures with the same formula, charge and spin = 6.225 eV
HOMO = -8.38 eV

=====

Below is a 2-piece molecular cluster, C4H8O2 overall, with properties calculated with ωB97M-V/def2-TZVPD.

Each line ends with the natural charge from an NBO analysis.
Positions of all 14 atoms, in Å:
1 C -0.421 -1.861 0.858  -0.25
2 C 0.251 1.648 -0.369  -0.33
3 C 1.223 0.843 -0.797  -0.29
4 O 0.973 -1.632 0.900  -0.72
5 C -1.131 1.481 -0.867  0.39
6 O -2.078 2.131 -0.481  -0.52
7 H -0.972 -0.995 0.460  0.16
8 H -0.832 -2.114 1.845  0.17
9 H -0.581 -2.712 0.191  0.18
10 H 0.417 2.441 0.357  0.22
11 H 1.027 0.053 -1.519  0.20
12 H 2.247 0.929 -0.446  0.21
13 H 1.130 -0.904 1.511  0.47
14 H -1.253 0.692 -1.642  0.11

E_tot = -307.63184 Ha
Spin multiplicity = 1
Gap between HOMO and LUMO = 10.328 eV
Structure (SMILES) = C=CC=O.CO
Energy above the lowest of the compared OMol25 structures with the same formula, charge and spin = 2.193 eV
HOMO = -10.06 eV